37
Properties=species:S:1:pos:R:3:forces:R:3 method="wB97M-V/def2-TZVPD" total_charge=0 homo_lumo_gap_ev=9.0 e_lumo_ev=0.69 relative_energy_ev=0.162 smiles="CCCCn1c(N)c(NCCC)c(=O)[nH]c1=O"
O 0.517176 2.282798 -2.767770 0.0 0.0 -0.1
O 0.189203 2.421813 1.746814 0.0 0.2 0.2
N 0.121798 0.370194 0.760780 -0.1 -0.1 0.0
N -0.106915 -1.715149 -0.319614 0.0 0.1 0.2
N 0.351906 2.304851 -0.503131 0.0 0.4 -0.2
N 0.147992 -0.599190 -2.792438 0.3 0.3 0.0
C -0.021388 -0.278244 2.054643 0.0 -0.1 0.3
C 0.181480 0.231720 -1.627326 0.1 -0.3 -0.2
C 2.564819 0.891826 3.461255 -0.1 -0.1 0.1
C 0.092655 -0.367391 -0.397724 0.1 0.2 -0.6
C 0.217871 1.753250 0.736319 0.0 0.0 -0.1
C 0.357664 1.650216 -1.741128 0.0 -0.2 0.3
C -3.025834 -0.036187 -1.988306 0.0 -0.2 0.0
C -1.078772 -0.481024 -3.592338 -0.2 -0.2 -0.1
C -2.315581 -1.043346 -2.886528 0.1 0.2 -0.1
C 1.240918 -1.048720 2.488792 0.0 0.0 0.3
C 1.910068 -0.456668 3.731437 0.1 0.0 -0.2
H -3.018431 -1.370009 -3.656159 0.0 -0.1 0.0
H -0.894063 -1.061313 -4.500798 0.0 0.1 0.0
H -3.295259 0.851518 -2.556421 0.0 0.1 0.0
H 1.835911 1.620796 3.118299 0.0 0.1 0.0
H 0.445842 3.314082 -0.527051 0.0 -0.2 0.0
H -1.269259 0.559959 -3.886166 0.0 -0.1 0.0
H -0.891849 -0.938292 2.010224 0.0 0.1 0.0
H -0.232062 0.522601 2.766050 0.0 -0.2 -0.1
H 1.968076 -1.043851 1.672622 0.0 -0.1 -0.1
H 0.915850 -0.311239 -3.396861 0.0 -0.1 0.2
H 0.979378 -2.088384 2.702402 0.0 0.0 -0.1
H -2.395900 0.268782 -1.157777 0.0 0.1 0.1
H -2.029384 -1.920421 -2.304657 0.0 -0.1 -0.1
H 3.338019 0.793180 2.701497 0.1 0.0 -0.1
H 0.239870 -2.211912 0.482677 0.0 0.0 0.0
H -3.936316 -0.473366 -1.583937 -0.1 0.0 0.1
H 0.033107 -2.152430 -1.221965 0.1 0.0 0.0
H 3.025658 1.273266 4.368905 0.1 0.1 0.1
H 1.166258 -0.353397 4.523921 0.0 -0.1 0.1
H 2.669496 -1.160318 4.081459 -0.1 0.0 0.1

133
Properties=species:S:1:pos:R:3:forces:R:3 method="wB97M-V/def2-TZVPD" total_charge=-1 homo_lumo_gap_ev=4.2 e_lumo_ev=2.15 relative_energy_ev=4.163
O 4.828109 -4.497548 -1.299004 -1.1 -0.3 1.1
O 4.763279 1.584642 -6.845404 0.0 0.4 0.1
O -1.351131 -5.420138 3.492876 -0.1 -0.4 1.4
O -5.580851 -1.774288 -1.609414 0.4 0.1 -0.2
O 5.448229 0.276512 0.131926 0.4 -1.1 0.0
O 1.178159 0.116852 -0.767904 -0.1 2.4 0.9
O 1.183219 1.321822 4.697446 -2.3 0.1 -1.1
O -7.886091 1.018602 5.588036 0.5 1.1 0.1
O -0.213761 7.939932 -1.591184 -0.5 -2.1 -1.4
N -1.799091 -2.592798 3.142866 -1.4 -0.5 0.7
N 2.933579 -4.071318 -3.361814 0.3 -0.8 0.3
N -3.082021 -2.883658 -1.670154 -0.5 0.1 -0.1
N 2.695659 -0.817698 3.371516 -0.6 0.5 1.5
N -2.636271 5.081222 -1.450004 0.6 0.3 0.4
N -4.702901 1.467282 3.660506 -0.8 -0.3 -0.5
N 3.424919 0.080712 -5.074614 1.4 -2.1 1.0
C 0.662799 1.379832 -0.304084 0.3 -3.0 -1.2
C -5.909761 3.155052 4.992876 -0.9 -0.5 0.9
C -1.750511 -4.603338 4.593566 -1.4 1.5 -1.6
C 4.391329 -0.601408 5.158026 -1.2 -0.4 0.9
C 5.611929 2.088422 -7.871244 -0.4 -0.8 0.1
C 4.531049 -4.675628 -5.044434 0.5 -0.4 0.4
C -9.152751 0.506642 5.274076 0.4 0.0 -0.8
C 5.325739 -4.415158 -2.588464 -0.9 0.7 0.0
C 0.500219 8.569652 -2.654294 -0.7 -0.1 0.7
C -1.875811 6.255772 -1.096634 0.2 0.9 2.1
C 5.777089 -4.299888 -0.286014 -0.3 -0.5 -0.3
C -1.342531 -6.759998 3.911616 0.8 -0.5 -0.2
C -6.792451 -2.421638 -1.388394 -0.7 0.6 -0.2
C -1.339051 6.116692 0.367716 -0.7 0.6 -1.0
C 6.069199 1.500042 0.386486 -0.3 0.5 0.4
C -6.896041 0.775702 4.577076 0.0 0.5 0.8
C 7.454729 1.272352 0.992116 -0.6 0.5 -0.4
C -3.892391 -3.961478 3.183786 0.4 -0.7 0.3
C -0.754321 6.612492 -2.030664 0.1 1.1 0.5
C 3.721369 0.726252 -7.302624 -0.9 0.8 -0.1
C -5.609621 1.647082 4.793826 -0.3 0.3 0.5
C 2.872789 -0.365328 4.789496 2.5 0.4 -1.9
C -3.475021 -1.965018 -2.709614 0.3 0.0 -2.1
C -2.634291 -3.498538 3.982196 -0.1 -0.3 -0.2
C -2.763991 -2.328828 -4.061834 -0.2 0.4 0.4
C 2.543619 1.118042 4.865206 -0.1 0.5 1.8
C 2.653899 0.493542 -6.224184 2.0 1.8 2.6
C 4.159349 -4.825638 -3.556474 1.9 0.0 -0.2
C 2.056749 1.816802 -5.662544 -1.4 0.5 -2.3
C -5.024421 -2.026278 -2.885894 1.4 0.3 0.1
C 0.709929 2.645982 4.908616 0.5 -0.5 0.6
H -2.984301 5.178792 -2.393114 0.1 -0.5 -0.2
H -4.565941 -3.128788 2.981116 0.2 0.1 -0.1
H 1.100439 1.598682 -5.187154 0.2 0.1 0.3
H 4.616159 0.413442 -0.326894 -0.4 0.0 0.0
H -2.976301 -3.336188 -4.419974 -0.3 -0.3 0.4
H 6.312299 -3.351858 -0.339794 0.0 0.3 -0.2
H 6.482539 -5.124748 -0.386264 0.5 -0.1 0.5
H -2.330011 -7.165318 4.132286 -0.3 0.2 0.1
H 5.435689 2.043322 1.087636 0.0 0.4 0.1
H 5.249259 -4.338218 0.666886 0.1 -0.1 -0.1
H 5.625659 -3.369998 -2.664494 0.1 0.4 -1.0
H 2.973049 0.166712 -4.175434 -0.6 -0.2 0.0
H 1.150179 3.396162 4.251736 0.1 -0.1 -0.4
H 2.238279 -0.898798 5.497236 -0.1 -0.2 -0.2
H 5.127149 -5.516398 -5.399194 0.6 0.2 -0.1
H -2.177061 5.826502 1.001456 0.2 -0.2 0.1
H -7.073291 -2.374968 -0.336234 0.4 -0.3 0.1
H -5.247691 -3.028808 -3.250834 -0.2 -0.5 0.2
H 6.241329 -5.005608 -2.622894 0.1 -0.5 -0.7
H -3.644031 -3.688848 -1.906614 0.2 -0.9 0.4
H -4.484101 -4.710608 3.709886 0.0 0.2 0.8
H 6.103359 2.055322 -0.550844 0.3 0.4 0.0
H 7.873609 2.163132 1.460246 -0.2 0.3 -0.2
H -2.327961 -5.082378 5.384246 -0.1 -0.7 -0.2
H 4.017319 -5.890238 -3.370574 -0.5 0.0 0.3
H 4.212409 0.708372 -4.997144 0.2 -0.1 -0.1
H 5.162639 -0.031168 4.640336 -0.5 0.4 -0.2
H 4.670169 -1.646158 5.020846 -0.3 -0.1 -0.2
H -6.756721 -3.439548 -1.776584 -0.2 -0.2 0.2
H 1.403319 8.030662 -2.940654 0.1 -0.1 0.1
H -3.618411 -2.440288 -0.938164 0.3 -0.6 1.2
H 0.952159 2.939772 5.929956 0.2 0.2 0.3
H -3.039821 -2.968858 4.844226 -0.1 0.3 0.3
H -0.896611 -7.398618 3.149116 0.0 0.2 -0.3
H -0.986801 7.096972 0.688766 0.1 -0.1 0.1
H -0.971001 -4.043978 5.110866 0.8 -0.4 -0.2
H -5.035491 3.806002 4.996316 0.2 -0.3 -0.2
H 2.673049 1.435612 5.899856 1.0 0.3 0.4
H 3.128819 1.269932 -8.038414 0.4 -0.2 -1.0
H 0.020199 5.848712 -2.100394 0.3 0.1 0.3
H -9.087421 -0.575048 5.156756 -0.3 -0.3 0.5
H -2.546121 7.114222 -1.139724 -0.1 0.2 0.2
H 3.152139 -3.138938 -3.682744 -0.2 0.6 0.1
H 7.347779 0.572242 1.820676 0.3 -0.5 -0.4
H -4.097521 2.270662 3.570066 0.5 0.0 0.5
H -6.741101 -0.299488 4.666856 0.8 -0.1 -0.6
H -0.705331 -6.871718 4.788886 0.0 -0.1 0.3
H -3.717901 -4.531488 2.271236 0.7 0.6 -0.3
H 4.156339 -0.218078 -7.629974 -0.2 -0.1 -0.3
H 8.113549 1.020162 0.161186 0.3 -0.7 0.5
H 0.218359 1.339452 0.690376 -0.2 -0.2 0.8
H -9.894151 0.855302 5.993006 0.3 -0.3 0.2
H -0.499931 5.421872 0.402546 -0.2 -0.2 0.1
H -1.677581 -2.287498 -3.983744 -0.1 0.2 0.3
H -2.484581 -1.871448 2.970046 0.1 0.6 -0.8
H 3.640169 -4.705128 -5.671784 -0.1 0.1 0.1
H -6.389911 3.316792 5.957976 0.0 -0.1 0.2
H 4.478899 -0.425358 6.230146 0.3 0.2 0.1
H 1.984209 -0.157298 3.092586 -0.7 -0.5 -1.0
H -0.377031 2.694632 4.843406 0.1 -0.4 -0.4
H 2.690369 2.458382 -5.050194 0.3 -0.9 0.4
H 2.452329 -4.495038 -4.142164 -1.2 0.5 0.1
H -5.134291 1.231372 5.682286 0.2 0.3 0.2
H 6.408049 2.693662 -7.437684 -0.3 0.0 0.2
H 1.328059 2.242182 -0.261184 0.8 0.4 -0.2
H -0.168541 1.647202 -0.956394 -0.6 0.7 -0.4
H -6.641511 3.546322 4.286086 0.1 -0.1 -0.4
H 6.069089 1.251042 -8.398414 0.2 -0.2 -0.1
H 1.846679 2.518132 -6.470074 -0.6 0.1 -0.5
H -5.309351 1.655852 2.875166 -0.1 -0.4 -0.8
H -5.391291 -1.373828 -3.678254 -0.2 0.6 0.1
H -3.152511 -0.998368 -2.322734 -0.1 0.4 -0.6
H -1.157731 -2.118418 3.762326 0.5 0.0 0.1
H 1.964399 -0.305238 -6.497384 -0.2 0.4 -0.3
H -7.574281 -1.848448 -1.886684 -0.4 -0.2 -0.4
H -3.048271 -1.682028 -4.891854 -0.1 0.3 0.1
H 5.000169 -3.699338 -5.166444 0.2 -0.1 -0.4
H -9.476181 0.850522 4.291606 -0.1 0.3 -0.3
H 3.077649 1.784392 4.187786 0.6 -0.3 -0.2
H -7.273621 1.029502 3.586566 -0.4 -0.1 -0.2
H 5.064049 2.658822 -8.621304 -0.2 0.3 0.0
H -0.170661 8.629322 -3.511294 0.1 0.3 -0.3
H -1.282901 6.593342 -2.983734 0.5 0.9 -0.7
H -1.928211 4.367782 -1.351244 -0.5 -1.0 -0.6
H 3.507349 -0.485088 2.870886 0.3 -0.2 -0.3
H 0.742869 9.564132 -2.279804 0.1 0.0 -0.2

60
Properties=species:S:1:pos:R:3:forces:R:3 method="wB97M-V/def2-TZVPD" total_charge=+1 homo_lumo_gap_ev="9.8 / 3.0" spin_multiplicity=2 e_lumo_ev="-2.52 / -9.28" relative_energy_ev=2.601
O 3.285404 2.425757 0.709865 -0.8 1.1 -1.2
O 1.363784 3.152757 -3.750195 -0.2 -0.5 -0.3
O -0.092786 -1.239183 -0.581695 -1.0 0.9 0.4
O -3.173466 1.701167 2.148955 0.3 -1.7 -0.3
O -1.868996 0.508617 -1.569595 -1.3 1.8 -2.1
O -2.926656 -4.764523 0.460485 -0.4 -0.1 1.2
O 1.997814 -1.994473 -2.339315 -0.2 0.5 1.6
O -0.134516 4.795927 2.068975 1.8 1.2 -0.7
O 1.183684 -1.414893 4.515095 -0.6 -1.2 0.1
O -0.989726 -3.189183 -5.371025 -1.2 -0.4 0.9
C -0.275236 -2.539253 -4.329735 1.0 0.5 -1.4
C -3.255846 0.305197 2.653185 0.1 1.3 0.4
C -2.597446 1.505447 -0.951375 -0.3 0.2 -0.6
C 0.410064 3.344117 -2.738665 0.2 1.1 0.1
C -3.235216 -3.398463 0.208255 0.7 -1.0 -1.3
C 2.833094 -2.656973 -1.338655 0.5 -0.7 -2.3
C 3.976414 1.500307 1.509965 -0.2 1.7 0.8
C -0.611146 3.546027 1.754915 -1.5 -0.9 1.7
C 0.410834 -0.292313 0.357235 0.1 -0.1 0.4
C 2.172534 -1.785503 3.553705 0.1 1.8 0.3
H -0.380476 -0.040623 1.063335 0.0 -0.4 0.3
H -2.343326 -3.091213 -0.337845 -0.3 1.0 -0.4
H -0.590776 -2.707023 -3.299985 -0.4 -0.8 -0.4
H -0.694076 -2.924173 -6.245065 0.3 0.3 0.2
H 3.123594 -2.061623 4.009045 0.0 -0.2 0.1
H 1.265994 -0.497933 4.787145 0.4 -0.1 -0.2
H -0.674036 2.960787 2.672325 -0.2 -0.4 0.3
H 4.252074 2.093307 2.382005 0.4 -0.7 0.6
H 1.256454 -0.754523 0.866555 0.0 0.4 0.3
H 0.199604 2.420177 -2.200015 -0.1 -0.2 0.2
H 0.685404 0.669577 -0.075765 0.5 0.0 -0.4
H -1.870976 2.076097 -0.372845 0.2 0.1 1.2
H -2.255586 -0.110193 2.775805 0.2 0.4 0.0
H 3.212894 3.238757 1.215215 -0.1 0.1 -0.3
H -4.105096 -3.503583 -0.440085 0.1 0.7 0.0
H -3.709606 0.321667 3.644115 -0.1 -0.2 -0.2
H 1.863714 -2.563803 2.855865 -0.5 0.0 0.4
H -3.105006 2.231157 -1.586845 0.3 -0.6 -0.8
H 0.757724 -2.855483 -4.474975 0.2 0.2 0.7
H -3.788246 2.286657 2.597125 -0.2 -0.4 0.2
H 3.743264 -2.107763 -1.097705 -0.4 0.4 0.4
H -3.777636 -0.389443 1.994915 -0.4 0.4 -0.2
H 2.256434 -3.018973 -0.487465 0.0 0.4 -0.2
H 0.660854 -1.538913 -1.095295 0.2 -0.1 -1.0
H 3.192514 0.802417 1.804155 1.0 -1.0 0.0
H -1.428296 -0.081783 -0.954115 1.3 -1.9 1.0
H -0.688776 5.286007 2.680715 -0.2 -0.4 0.0
H -0.316996 -1.456323 -4.446485 0.1 0.3 -0.1
H -1.654746 3.634547 1.452975 -0.1 -0.4 -0.8
H 2.313704 -0.847523 3.016705 0.6 -0.3 -0.7
H 4.910814 1.267557 0.999245 -0.3 -1.1 0.1
H 3.183164 -3.493223 -1.943835 0.2 -0.7 0.9
H -3.339896 0.999227 -0.334435 0.0 0.0 1.0
H 2.134854 2.797047 -3.302385 0.3 0.0 -0.2
H -0.509786 3.777927 -3.130825 0.0 -0.3 -0.4
H 0.013694 2.899117 1.139135 0.3 0.9 -0.6
H 0.808894 4.120327 -2.085585 -0.2 -0.2 0.7
H -2.188306 -4.811003 1.072265 0.1 -0.1 0.1
H 2.541254 -1.833123 -3.114075 0.0 0.1 0.0
H -3.427846 -2.704683 1.026595 -0.1 -0.4 0.5

70
Properties=species:S:1:pos:R:3:forces:R:3 method="wB97M-V/def2-TZVPD" total_charge=0 homo_lumo_gap_ev="3.6 / 6.7" spin_multiplicity=2 e_lumo_ev="-0.72 / -0.78"
Ba -0.489641 -4.407690 0.991882 -0.4 2.5 -0.4
Rb -0.947589 -1.187952 4.244003 0.1 0.1 -0.6
S 1.521150 1.981592 -2.932157 0.6 -2.1 0.3
S -4.318933 0.122205 -3.593962 -0.2 -0.6 0.7
S -2.717302 2.722219 2.645314 -0.4 0.8 -2.5
S 3.472715 -5.920930 5.594967 -1.3 -1.0 -1.0
O 2.119021 -6.403547 5.164596 3.3 1.5 1.0
O 0.376453 2.841879 -3.165620 1.7 -0.6 0.1
O -3.363368 3.731484 3.446685 0.8 -1.1 -0.5
O -3.054878 -0.532131 -3.942153 -1.5 1.8 0.5
O -2.033320 1.567020 3.206155 -0.5 0.9 -0.1
O 3.598760 -4.264129 5.400332 -1.0 -2.1 1.4
O -1.643969 3.568868 1.665087 -1.5 -1.6 1.3
O -2.049551 -2.313562 -0.163746 2.3 0.9 1.7
O 0.524140 -1.905160 1.733045 -1.7 -0.4 -0.6
O -5.469728 -0.088997 -4.451375 1.3 0.7 0.9
O 3.965651 -6.214444 6.924275 -0.5 0.5 -1.5
O 2.488279 2.010912 -4.340107 -3.4 1.0 1.8
O 2.324073 2.080854 -1.680619 -1.4 0.1 -3.1
O -4.218173 1.812648 -3.330778 -2.0 -2.5 -1.6
C -2.955612 2.372573 -3.212577 1.6 -0.3 1.8
C 3.800963 1.562938 -4.269708 1.0 -0.4 0.6
C -4.814816 -0.422788 -1.881933 -0.4 0.7 -1.4
C -2.999752 3.561826 -2.297554 -0.1 1.6 1.1
C 4.751171 -6.538947 4.341777 -0.8 0.5 1.6
C 2.735224 -3.711406 4.401660 1.3 1.4 -2.5
C 0.272176 3.794882 0.268471 -0.1 1.6 -1.1
C 4.215708 1.166356 -5.678830 0.1 0.5 0.8
C 0.883978 0.194931 -3.052075 0.6 1.7 0.6
C 2.470073 -2.200732 4.608034 0.2 -0.2 1.7
C -1.477697 -1.035189 0.219046 0.2 -1.2 -0.4
C -0.031735 -0.847382 0.886588 0.4 -2.2 0.9
C -0.576638 2.827493 1.034974 1.4 0.8 0.3
C -3.955121 2.058849 1.361342 1.0 -0.3 1.3
H 1.844649 -4.285268 4.145433 -0.1 -0.1 0.8
H 0.133013 2.416023 1.752740 -0.7 -0.5 0.5
H 1.946877 -1.628270 3.842097 -0.3 -0.9 -0.5
H 3.876622 0.733673 -3.566346 0.0 -0.3 0.0
H 4.273273 2.086824 -6.259795 0.1 -0.2 -0.3
H -3.403655 1.277852 0.837867 0.2 0.3 -0.3
H 1.697809 -0.519116 -2.925992 0.1 0.3 -0.2
H -0.017749 0.043124 1.515008 -0.4 0.6 -0.1
H 3.403643 -3.801181 3.545348 -0.5 0.2 -0.8
H -4.720915 1.509048 1.908502 0.0 0.3 0.3
H -2.074011 4.137080 -2.310892 0.3 -0.4 -0.2
H 0.695881 -0.657751 0.097464 0.1 0.0 -0.3
H 0.258657 0.144194 -2.160732 -0.2 -0.1 -0.2
H 0.326963 0.062407 -3.979585 0.1 0.2 0.2
H -2.443360 1.611209 -2.624336 1.1 0.1 -0.3
H 1.968181 -2.130597 5.573062 -0.6 0.2 0.1
H -4.136564 -0.071005 -1.104540 0.2 -0.3 -0.3
H -4.952666 -1.502017 -1.948018 0.5 0.1 0.1
H 5.194266 0.694380 -5.590728 0.0 0.0 -0.4
H -4.424346 2.798840 0.712996 0.5 0.2 0.3
H 3.482538 0.483484 -6.108075 0.1 0.0 0.0
H 4.690415 -7.626445 4.299784 -0.4 0.1 -0.1
H 4.377329 2.372751 -3.822374 0.5 0.0 -0.3
H -2.165802 -0.428896 0.808142 -0.6 -0.2 0.7
H -0.306448 4.216974 -0.553205 0.2 -0.8 -0.8
H -3.748576 4.347630 -2.396844 -0.4 -0.3 -1.0
H 1.203454 3.306581 -0.018535 -0.3 0.0 -0.5
H -0.871894 2.080906 0.297731 -0.6 -0.2 0.4
H 4.588914 -6.053402 3.379477 0.0 -0.1 0.2
H -5.806248 0.013720 -1.761037 0.1 0.2 0.1
H -2.382387 2.567801 -4.118890 -0.5 -0.1 -0.3
H -3.170562 3.319016 -1.248765 0.2 -0.6 0.1
H -1.346171 -0.393882 -0.652463 -0.1 0.2 -0.8
H 5.700834 -6.306929 4.823855 0.0 0.3 -0.3
H 3.338297 -1.576782 4.820098 0.6 -0.6 -0.3
H 0.568026 4.773483 0.646509 0.0 -0.3 1.5

In order of appearance, total energy = -800.7190; -2292.8166; -1156.7799; -3250.4601 a.u..